ORCA calculation (ωB97M-V/def2-TZVPD) on a cluster of 9 separate species, C38H67ClN5O21 in total in a non-equilibrium geometry.

Each line ends with the Mulliken charge.
Element x y z (Å)
1 Cl 0.45418 -0.47136 -0.39785  1.59
2 O -0.51006 -1.47409 -0.61545  -0.63
3 O 0.94016 -0.02936 -1.64290  -0.67
4 O -0.05231 0.65761 0.36236  -0.65
5 O 1.52239 -1.07779 0.30690  -0.64
6 C 3.90226 -4.49257 -3.12945  -1.38
7 C 3.54382 -5.65587 -2.17592  0.18
8 C 4.42557 -5.74886 -0.87412  -0.60
9 O 4.16903 -6.95019 -0.16880  -0.32
10 C 5.17154 -7.18314 0.79759  -0.76
11 N 2.18447 -5.53646 -1.68480  -0.61
12 H 3.09060 -4.38417 -3.84887  0.39
13 H 4.88559 -4.52870 -3.59835  0.37
14 H 4.00086 -3.54864 -2.59338  0.35
15 H 3.52841 -6.56374 -2.77894  0.25
16 H 4.13253 -5.01013 -0.12813  0.38
17 H 5.43646 -5.76171 -1.28158  0.36
18 H 5.28990 -6.41164 1.55842  0.27
19 H 6.14495 -7.33211 0.33028  0.32
20 H 5.04217 -8.11652 1.34545  0.30
21 H 2.34950 -4.70534 -1.13516  0.26
22 H 1.70082 -5.12360 -2.46948  0.25
23 C 0.79297 0.62123 -7.49510  -1.48
24 C -0.38117 1.55355 -7.80852  0.43
25 C -0.97350 1.49006 -9.20159  -0.69
26 O -2.09103 2.42646 -9.33167  -0.28
27 C -2.51381 2.57640 -10.67555  -0.76
28 N -1.38709 1.23089 -6.80212  -0.66
29 H 0.60098 -0.42895 -7.27522  0.35
30 H 1.42804 1.08660 -6.74128  0.36
31 H 1.46940 0.55866 -8.34753  0.39
32 H 0.02005 2.54272 -7.58790  0.22
33 H -1.39488 0.49374 -9.33537  0.33
34 H -0.26264 1.63209 -10.01559  0.39
35 H -1.73182 2.78334 -11.40614  0.31
36 H -3.27424 3.35489 -10.73718  0.26
37 H -2.89814 1.64207 -11.08472  0.31
38 H -1.71959 0.31593 -7.07119  0.25
39 H -1.01099 0.87822 -5.93364  0.26
40 C 0.82192 6.28068 -1.12544  -1.28
41 C -0.50968 6.31868 -2.03517  0.38
42 C -0.90165 7.71692 -2.65971  -0.69
43 O -2.04817 7.75142 -3.51805  -0.34
44 C -2.46131 9.08840 -3.83257  -0.80
45 N -0.43882 5.19569 -2.98013  -0.60
46 H 0.50451 6.78104 -0.21057  0.35
47 H 1.71661 6.75629 -1.52719  0.32
48 H 1.00912 5.21432 -0.99926  0.38
49 H -1.28828 6.19330 -1.28274  0.18
50 H 0.00085 7.99612 -3.20345  0.29
51 H -1.06658 8.56449 -1.99448  0.44
52 H -1.68586 9.85223 -3.89039  0.34
53 H -3.30141 9.27242 -3.16290  0.30
54 H -3.03556 9.08184 -4.75902  0.27
55 H 0.07432 4.40092 -2.62643  0.24
56 H 0.17601 5.39566 -3.75607  0.23
57 C -5.59012 0.92809 -0.14783  -1.45
58 C -5.68594 2.15497 -1.07583  0.55
59 C -5.77551 3.52250 -0.46104  -0.81
60 O -5.69938 4.65850 -1.33263  -0.29
61 C -6.30994 5.77591 -0.74670  -0.76
62 N -4.48169 1.95687 -1.98375  -0.71
63 H -4.67098 0.91604 0.43795  0.37
64 H -5.50772 0.02847 -0.75775  0.39
65 H -6.40145 0.67420 0.53437  0.37
66 H -6.60747 2.09516 -1.65487  0.21
67 H -5.00527 3.65834 0.29815  0.35
68 H -6.69443 3.48026 0.12367  0.36
69 H -6.29151 6.55598 -1.50779  0.27
70 H -5.65362 6.14406 0.04185  0.31
71 H -7.34780 5.68645 -0.42587  0.32
72 H -4.45049 0.99849 -2.30098  0.26
73 H -3.67921 1.96080 -1.37048  0.27
74 C -4.39158 -4.79660 1.81826  -1.41
75 C -3.90343 -6.07117 1.20655  0.41
76 C -4.20027 -6.39807 -0.33259  -0.63
77 O -3.83758 -7.79296 -0.52218  -0.35
78 C -5.01332 -8.69062 -0.49947  -0.67
79 N -2.44417 -6.01626 1.25948  -0.65
80 H -3.99740 -4.77825 2.83431  0.42
81 H -5.48107 -4.81434 1.84671  0.35
82 H -4.20954 -3.90221 1.22240  0.33
83 H -4.18959 -6.98267 1.73132  0.20
84 H -3.63531 -5.69533 -0.94502  0.35
85 H -5.26185 -6.24977 -0.53049  0.35
86 H -5.51528 -8.54348 0.45683  0.29
87 H -4.75801 -9.73332 -0.68835  0.25
88 H -5.71663 -8.31901 -1.24469  0.28
89 H -2.17796 -5.76248 2.20013  0.22
90 H -2.15708 -5.21591 0.71441  0.25
91 C 3.60180 -2.87452 4.92160  -0.87
92 C 3.86424 -1.96767 5.92386  0.35
93 C 3.41988 -2.22628 7.30612  0.73
94 O 3.78305 -1.55478 8.29970  -0.65
95 C 2.53417 -3.38543 7.46760  -0.77
96 C 2.19317 -4.27632 6.47920  0.48
97 C 2.74669 -4.07466 5.07526  0.80
98 O 2.52681 -4.80236 4.17216  -0.55
99 O 1.41609 -5.34689 6.70115  -0.54
100 O 4.81211 -0.99717 5.82015  -0.51
101 H 4.02216 -2.69696 3.94274  0.48
102 H 2.02700 -3.39931 8.42101  0.37
103 H 1.32029 -5.90767 5.92788  0.33
104 H 4.95461 -0.53499 6.64941  0.35
105 C -3.81178 1.97983 7.15920  -0.91
106 C -3.00339 2.34024 6.13554  0.52
107 C -2.23636 3.58297 6.12063  0.71
108 O -1.66523 4.04732 5.17136  -0.54
109 C -2.17771 4.25124 7.48810  -0.70
110 C -2.81013 3.65338 8.63381  0.27
111 C -3.83745 2.63708 8.53790  0.81
112 O -4.52295 2.36436 9.53338  -0.62
113 O -2.62940 4.27277 9.84140  -0.53
114 O -2.87069 1.52339 5.03710  -0.47
115 H -4.35748 1.05039 7.09026  0.40
116 H -1.37922 4.95539 7.66976  0.38
117 H -3.25738 3.87222 10.44705  0.36
118 H -2.13549 1.83266 4.50282  0.32
119 C 8.20505 2.24121 2.06691  -0.74
120 C 7.36220 1.46188 1.44828  0.48
121 C 7.67125 0.11919 1.04911  0.74
122 O 6.96209 -0.58870 0.24985  -0.61
123 C 9.04580 -0.37128 1.54577  -0.97
124 C 9.94385 0.39877 2.17280  0.57
125 C 9.63901 1.86061 2.50472  0.71
126 O 10.40010 2.61530 3.16222  -0.61
127 O 11.14542 0.00233 2.60581  -0.55
128 O 6.09911 1.83821 1.02833  -0.51
129 H 7.83232 3.24078 2.23530  0.41
130 H 9.25166 -1.40754 1.32176  0.40
131 H 11.52084 0.60676 3.25028  0.34
132 H 5.54505 1.06165 0.92073  0.32

The HOMO-LUMO gap comes out at 5.53 eV. Its net charge is -1. For the total energy, the calculation gives -103446.3721 eV.